A molecular structure, C19H37N2O2PSiZr in a non-equilibrium geometry, computed with wB97M-V/def2-TZVPD.

Highest occupied orbital energy (spin up / spin down) (eV): -5.6498 / -5.6504
E (Ha): -1684.0001
Net charge: 0
HOMO-LUMO gap (spin up / spin down) (eV): 5.467 / 5.468

```
63
Properties=species:S:1:pos:R:3:mulliken_charge:R:1
Zr 0.05075 -0.05685 -0.54656 0.82
Si 0.32954 -2.20072 -2.26767 0.95
P 0.54165 1.19249 -2.94755 1.08
N -1.82786 0.01995 -1.15222 -0.72
H 1.48586 1.45123 -0.07367 -0.27
C 0.85950 2.98963 -2.88605 -1.34
H 1.11728 3.36814 -3.88579 0.41
H 1.68108 3.17149 -2.18380 0.32
H -0.03517 3.50626 -2.51588 0.32
C 1.97155 0.63442 -3.94415 -1.19
H 2.05807 1.27773 -4.82811 0.45
H 1.84245 -0.40564 -4.25834 0.24
H 2.88989 0.70958 -3.35184 0.26
C -0.81382 1.11572 -4.17563 -1.23
H -0.53148 1.66945 -5.08094 0.45
H -1.71743 1.55815 -3.74217 0.31
H -1.03145 0.07415 -4.43097 0.26
C 1.98494 -3.10082 -2.41788 -1.01
H 2.38518 -3.31411 -1.41608 0.19
H 2.71201 -2.50458 -2.98585 0.20
H 1.81179 -4.05423 -2.94212 0.38
H -0.56480 -3.24653 -1.67746 -0.34
H -0.08815 -2.02422 -3.69704 -0.27
C -3.12716 -0.00554 -1.38273 -0.06
C -5.37707 0.87086 -0.96286 -0.38
C -4.01074 0.95530 -0.77770 -0.46
C -3.71346 -1.02580 -2.21831 -0.13
C -5.08505 -1.08973 -2.38495 -0.47
C -5.92386 -0.15005 -1.76241 -0.40
H -6.03124 1.60497 -0.48306 0.32
H -3.54383 1.73261 -0.16100 0.34
H -3.02150 -1.74083 -2.67702 0.21
H -5.51150 -1.88103 -3.00995 0.33
H -7.00291 -0.21161 -1.90081 0.33
C 3.17790 -0.06394 -0.13664 0.93
O 2.14946 -0.66032 -0.60887 -0.18
C 3.21855 0.76370 1.09043 -1.11
H 4.14342 1.36594 1.06540 0.42
H 3.26721 0.11954 1.98886 0.16
H 2.37741 1.47677 1.23725 0.45
C 4.51201 -0.43239 -0.70033 -1.54
H 5.12517 0.47343 -0.83219 0.44
H 4.44931 -0.98678 -1.65220 0.25
H 5.02924 -1.06451 0.04238 0.39
O -0.10460 -0.37991 1.46505 -0.83
C -0.21692 -0.56474 2.72532 0.38
C 0.96743 -0.92199 3.57256 -0.75
C 1.38563 0.28299 4.40692 -0.42
C 0.56851 0.43367 5.69232 -0.91
C -0.92121 0.66752 5.48377 -0.58
C -1.64338 -0.45453 4.74033 -0.81
N -1.39974 -0.41286 3.29042 -0.12
H 0.67192 -1.77131 4.20867 0.46
H 1.77212 -1.24981 2.90404 0.23
H 2.44439 0.17789 4.67816 0.42
H 1.31517 1.20232 3.80566 0.35
H 0.71737 -0.46328 6.30936 0.33
H 0.97561 1.28087 6.25648 0.36
H -1.39976 0.77025 6.46657 0.36
H -1.09299 1.61860 4.96258 0.33
H -1.33509 -1.43268 5.13255 0.29
H -2.72309 -0.35131 4.88169 0.44
H -2.19411 -0.31295 2.65201 0.37
```